Formula: C46H37KN4O3P2S5Sb
Source: OMol25
Level of theory: wB97M-V/def2-TZVPD

The geometry in XYZ format:
```
99
Properties=species:S:1:pos:R:3:mulliken_spin:R:1
K 0.598 -1.319 -1.310 0.003
O 1.273 1.133 -3.242 -0.003
S 0.635 1.663 -1.995 0.079
C 1.840 2.846 -1.307 0.012
C 1.859 4.167 -1.732 -0.041
C 2.847 5.022 -1.269 0.000
C 3.811 4.554 -0.384 -0.003
C 3.775 3.238 0.051 0.007
C 2.778 2.370 -0.391 0.051
P 2.586 0.642 0.225 0.003
C 4.298 0.276 0.768 0.000
C 5.311 0.308 -0.194 0.001
C 6.606 -0.059 0.129 0.000
C 6.911 -0.482 1.418 0.000
C 5.909 -0.537 2.373 0.000
C 4.610 -0.160 2.052 0.000
C 1.702 0.947 1.800 0.000
C 2.091 1.919 2.724 -0.001
C 1.360 2.125 3.880 0.000
C 0.234 1.347 4.137 0.001
C -0.162 0.381 3.229 0.005
C 0.561 0.197 2.056 0.011
C -0.682 2.738 -2.371 0.271
C -0.860 3.195 -3.669 -0.200
C -1.810 4.162 -3.954 0.306
C -2.561 4.724 -2.869 0.028
C -2.395 4.269 -1.591 0.063
C -1.469 3.235 -1.258 0.231
P -1.359 2.403 0.304 0.018
C -1.518 3.745 1.550 0.006
C -0.795 4.926 1.358 0.014
C -0.738 5.898 2.343 0.008
C -1.403 5.715 3.550 -0.001
C -2.127 4.549 3.754 -0.001
C -2.182 3.574 2.766 0.004
C -2.917 1.456 0.589 0.005
C -2.784 0.077 0.747 0.004
C -3.895 -0.743 0.907 -0.007
C -5.163 -0.182 0.909 0.008
C -5.315 1.192 0.745 -0.002
C -4.202 2.003 0.584 0.019
H 1.094 4.512 -2.418 0.003
H 2.863 6.054 -1.597 0.001
H 4.588 5.218 -0.025 -0.001
H 4.532 2.881 0.739 0.000
H 5.077 0.619 -1.206 0.000
H 7.378 -0.028 -0.631 0.000
H 7.922 -0.778 1.669 0.000
H 6.133 -0.878 3.377 0.000
H 3.834 -0.210 2.805 0.000
H 2.964 2.531 2.529 0.001
H 1.657 2.898 4.578 0.000
H -0.344 1.515 5.038 0.000
H -1.044 -0.221 3.405 0.001
H 0.179 -0.515 1.334 -0.011
H -0.237 2.768 -4.448 -0.006
H -1.979 4.486 -4.972 0.036
H -3.267 5.525 -3.062 0.008
H -2.968 4.729 -0.790 0.052
H -0.272 5.069 0.418 0.000
H -0.167 6.804 2.169 0.000
H -1.359 6.475 4.322 -0.001
H -2.651 4.392 4.690 0.000
H -2.743 2.664 2.944 0.002
H -1.798 -0.375 0.725 0.009
H -3.749 -1.811 1.020 0.001
H -6.036 -0.814 1.028 0.001
H -6.306 1.631 0.736 0.000
H -4.332 3.070 0.453 0.007
N -0.175 -9.235 -0.163 0.000
C -0.445 -7.877 0.104 0.000
C 0.569 -6.929 0.018 0.000
C 0.304 -5.598 0.292 0.000
C -0.975 -5.203 0.651 0.000
C -1.989 -6.141 0.745 0.000
C -1.724 -7.475 0.486 0.000
S -1.307 -3.479 0.894 -0.001
O -2.656 -3.383 1.416 0.000
O -0.247 -2.976 1.751 0.000
N -1.105 -2.743 -0.491 0.000
C -1.698 -3.124 -1.650 0.000
N -1.365 -2.356 -2.716 0.000
C -1.803 -2.742 -3.900 0.001
C -2.606 -3.860 -4.076 0.000
C -2.941 -4.539 -2.920 0.000
N -2.515 -4.192 -1.714 0.000
H 0.603 -9.355 -0.795 0.000
H -0.982 -9.729 -0.514 0.000
H 1.563 -7.225 -0.299 0.000
H 1.090 -4.860 0.198 0.000
H -2.986 -5.804 0.996 0.000
H -2.518 -8.211 0.553 0.000
H -1.486 -2.139 -4.745 0.000
H -2.932 -4.181 -5.053 0.000
H -3.586 -5.414 -2.959 0.000
S 1.315 -4.540 -6.838 0.000
Sb 2.743 -4.667 -5.090 0.000
S 2.194 -2.909 -3.429 0.001
S 1.437 -4.842 -2.995 0.000
```

Summary:
HOMO level (alpha / beta) = 0.144 / -2.755 eV
Energy relative to the best compared isomer or geometry (same formula, charge and spin) = 10.2 kcal per mole
2S+1 = 2
Total charge = -2
LUMO (alpha / beta) = 3.80 / 3.80 eV
Kohn-Sham gap (alpha / beta) = 3.66 / 6.55 eV
DFT total energy = -156025.166 eV
<S²> = 0.762
Max |F| = 0.0297 hartree/bohr

=====

Formula: C46H37N10PS2W
Source: OMol25
Level of theory: wB97M-V/def2-TZVPD

The geometry in XYZ format:
```
97
Properties=species:S:1:pos:R:3:mulliken_spin:R:1
W -0.862 -0.530 -0.004 0.957
C -4.051 -1.062 3.331 -0.002
C -3.568 -0.348 4.408 -0.002
C -2.368 0.327 4.262 -0.001
C -1.695 0.221 3.060 0.037
N -2.124 -0.482 2.005 -0.003
C -3.312 -1.092 2.166 -0.008
N -0.420 1.051 2.872 0.014
C 0.713 0.165 2.458 0.386
N 0.446 -0.821 1.562 0.069
C 1.506 -1.716 1.597 -0.004
N 1.634 -2.837 0.967 0.218
C 0.842 -3.293 -0.046 -0.074
C 1.163 -4.592 -0.492 0.066
C 0.610 -5.099 -1.636 -0.020
C -0.247 -4.273 -2.366 0.053
C -0.566 -3.047 -1.847 -0.040
N -0.123 -2.565 -0.660 0.096
C 2.483 -1.199 2.524 0.063
C 3.737 -1.708 2.850 -0.068
C 4.522 -0.987 3.722 0.096
C 4.061 0.233 4.247 -0.059
C 2.820 0.743 3.938 0.113
C 1.993 0.008 3.066 -0.093
H -4.990 -1.595 3.373 0.000
H -4.113 -0.292 5.339 0.000
H -1.990 0.934 5.067 -0.001
H -3.684 -1.635 1.318 0.000
H 1.898 -5.133 0.085 0.002
H 0.870 -6.089 -1.986 0.000
H -0.652 -4.569 -3.322 0.002
H -1.211 -2.389 -2.411 0.008
H 4.070 -2.639 2.411 0.002
H 5.503 -1.346 3.999 0.004
H 4.707 0.797 4.907 -0.001
H 2.531 1.702 4.337 0.013
C -1.821 2.305 -1.535 -0.011
N -1.796 0.845 -1.804 0.005
C -3.034 0.337 -2.418 0.006
C -3.355 -0.984 -1.811 0.023
N -2.690 -1.470 -0.781 0.027
C -3.209 -2.757 -0.562 0.029
C -2.856 -3.734 0.368 0.005
C -3.552 -4.924 0.324 -0.002
C -4.575 -5.146 -0.613 0.001
C -4.931 -4.186 -1.537 0.001
C -4.220 -2.992 -1.487 0.004
N -4.281 -1.842 -2.269 0.008
C -1.408 2.533 -0.124 0.005
N -1.085 1.525 0.647 -0.021
C -0.763 2.041 1.855 0.044
C -0.022 1.631 4.185 0.012
C 0.038 2.888 4.610 -0.001
C -0.250 4.196 4.055 0.008
C -0.684 4.438 2.817 -0.006
C -0.912 3.400 1.853 0.009
N -1.361 3.674 0.575 0.000
H -2.832 2.688 -1.677 -0.003
H -1.161 2.840 -2.224 0.000
H -0.997 0.653 -2.409 -0.006
H -2.938 0.237 -3.502 0.002
H -3.857 1.029 -2.234 -0.001
H -2.058 -3.567 1.079 0.005
H -3.301 -5.711 1.022 0.000
H -5.092 -6.096 -0.611 0.000
H -5.715 -4.360 -2.261 0.000
H -4.887 -1.686 -3.058 0.000
H 0.277 0.822 4.834 0.003
H 0.400 2.921 5.634 0.001
H -0.083 5.028 4.724 0.000
H -0.862 5.457 2.497 0.000
H -1.436 4.602 0.187 0.000
S 1.794 2.859 0.044 0.005
P 1.967 1.684 -1.515 0.007
S 1.092 -0.218 -1.454 0.007
C 3.690 1.255 -1.820 0.003
C 4.393 1.777 -2.899 0.000
C 5.740 1.476 -3.055 0.000
C 6.380 0.659 -2.138 0.000
C 5.677 0.140 -1.055 0.001
C 4.337 0.437 -0.894 -0.002
C 1.324 2.436 -3.042 0.004
C 0.977 3.784 -3.070 0.000
C 0.492 4.358 -4.240 0.001
C 0.362 3.589 -5.387 0.000
C 0.719 2.245 -5.369 0.003
C 1.197 1.669 -4.202 -0.001
H 3.903 2.422 -3.617 0.000
H 6.286 1.884 -3.895 0.000
H 7.429 0.425 -2.263 0.000
H 6.179 -0.496 -0.337 0.000
H 3.791 0.035 -0.047 -0.001
H 1.106 4.380 -2.174 0.000
H 0.233 5.409 -4.258 0.000
H -0.005 4.039 -6.301 0.000
H 0.634 1.650 -6.268 0.000
H 1.480 0.623 -4.194 0.001
```

Summary:
HOMO level (alpha / beta) = -11.024 / -11.201 eV
Energy relative to the best compared isomer or geometry (same formula, charge and spin) = 87.7 kcal per mole
2S+1 = 3
Total charge = +2
LUMO (alpha / beta) = -5.45 / -5.77 eV
Kohn-Sham gap (alpha / beta) = 5.58 / 5.43 eV
DFT total energy = -95977.770 eV
<S²> = 2.049
Max |F| = 0.0093 hartree/bohr

=====

- Look up the 2S+1 of the second one.
  3

=====

- total charge of number 2 (C46H37N10PS2W)?
  +2